# C38H73N2O13

6 unconnected molecules or ions with the total composition C38H73N2O13 in a non-equilibrium geometry (ωB97M-V with the def2-TZVPD basis set, OMol25).

Geometry (Å):
C  5.07  -2.44  5.53
C  4.48  -1.70  4.34
N  3.27  -0.91  4.67
C  2.44  -0.62  3.48
C  1.04  -1.24  3.56
C  0.04  -0.58  4.55
C  0.13  0.96  4.54
C  -0.09  1.56  3.15
C  -0.94  2.77  3.07
O  0.58  2.75  2.91
C  0.34  -1.07  6.00
C  -0.78  -1.82  6.72
C  -0.14  -2.55  7.90
C  -1.86  -0.89  7.26
N  -1.32  -2.83  5.77
O  -1.92  -3.82  6.30
C  -1.97  -2.32  4.54
C  -1.70  -3.38  3.44
C  -3.48  -2.21  4.68
C  -1.40  -0.96  4.08
C  3.67  0.29  5.35
C  3.55  0.27  6.86
O  4.07  1.26  4.77
H  4.39  -3.24  5.84
H  6.02  -2.86  5.21
H  5.24  -1.79  6.39
H  5.24  -1.02  3.93
H  4.22  -2.44  3.58
H  2.93  -1.08  2.61
H  2.42  0.45  3.26
H  1.17  -2.28  3.87
H  0.63  -1.24  2.55
H  -0.65  1.35  5.19
H  1.12  1.30  4.84
H  -0.20  0.86  2.32
H  -1.11  3.29  4.00
H  -1.21  3.21  2.12
H  1.21  -1.73  5.94
H  0.64  -0.22  6.61
H  0.18  -1.79  8.62
H  -0.86  -3.20  8.41
H  0.75  -3.11  7.60
H  -1.45  -0.31  8.08
H  -2.72  -1.47  7.62
H  -2.23  -0.20  6.50
H  -1.96  -2.96  2.47
H  -0.66  -3.69  3.43
H  -2.35  -4.25  3.60
H  -3.78  -1.35  5.29
H  -3.92  -3.11  5.10
H  -3.91  -2.06  3.69
H  -1.40  -0.94  3.00
H  -2.10  -0.17  4.38
H  4.46  0.69  7.29
H  3.41  -0.74  7.24
H  2.70  0.88  7.15
O  6.77  -4.92  4.60
C  7.96  -5.08  4.55
O  8.61  -4.76  3.41
C  10.04  -4.75  3.30
C  10.59  -6.12  2.97
C  8.73  -5.68  5.70
H  10.49  -4.33  4.19
H  10.24  -4.06  2.48
H  10.39  -6.84  3.77
H  11.67  -6.07  2.83
H  10.14  -6.51  2.06
H  8.69  -6.77  5.62
H  8.24  -5.39  6.62
H  9.77  -5.38  5.76
O  -2.91  1.50  1.10
C  -3.06  1.84  -0.04
O  -3.17  3.15  -0.31
C  -3.18  3.66  -1.65
C  -4.56  3.63  -2.27
C  -3.21  0.83  -1.16
H  -2.45  3.14  -2.26
H  -2.83  4.69  -1.56
H  -4.93  2.61  -2.36
H  -4.53  4.07  -3.26
H  -5.27  4.19  -1.66
H  -4.25  0.52  -1.22
H  -2.60  -0.04  -0.91
H  -2.90  1.19  -2.14
O  -3.28  4.63  -5.32
C  -4.00  4.83  -6.27
O  -5.05  5.65  -6.11
C  -5.88  6.08  -7.20
C  -6.98  5.09  -7.49
C  -3.80  4.11  -7.58
H  -5.27  6.30  -8.08
H  -6.30  7.02  -6.87
H  -6.58  4.12  -7.82
H  -7.63  5.47  -8.28
H  -7.58  4.91  -6.60
H  -4.30  3.14  -7.51
H  -2.74  3.94  -7.72
H  -4.18  4.65  -8.44
O  -3.05  -0.54  -4.90
C  -2.03  0.10  -4.91
O  -2.11  1.43  -4.77
C  -0.96  2.27  -4.60
C  -0.33  2.63  -5.93
C  -0.68  -0.55  -5.15
H  -0.24  1.81  -3.92
H  -1.33  3.16  -4.11
H  0.03  1.75  -6.45
H  0.50  3.32  -5.79
H  -1.08  3.11  -6.56
H  -0.52  -0.62  -6.23
H  -0.71  -1.55  -4.73
H  0.15  -0.02  -4.70
O  0.15  0.38  -8.49
C  -0.58  0.56  -9.43
O  -1.61  1.42  -9.29
C  -2.44  1.82  -10.38
C  -3.58  0.85  -10.60
C  -0.42  -0.22  -10.71
H  -1.85  1.98  -11.28
H  -2.83  2.79  -10.09
H  -3.22  -0.14  -10.89
H  -4.24  1.22  -11.40
H  -4.17  0.74  -9.69
H  -0.94  -1.17  -10.62
H  0.64  -0.42  -10.86
H  -0.79  0.30  -11.60

Values from the calculation:
spin multiplicity	2
gap between HOMO and LUMO (alpha / beta)	0.29586 / 0.32416	Ha
lowest unoccupied orbital energy (alpha / beta)	0.3 / 0.3	eV
DFT total energy	-2579.24148	Eh
max |F|	3.00	eV/A
expectation value of S²	0.754

Here are the Löwdin charges for atoms 1 to 8, given in e: number 1, C, carries -0.072; number 2, C, carries -0.212; number 3, N, carries -0.082; number 4, C, carries -0.153; number 5, C, carries -0.114; number 6, C, carries -0.375; number 7, C, carries -0.080; number 8, C, carries -0.353

# C38H74NO4PS2

3 unconnected molecules or ions with the total composition C38H74NO4PS2 in a non-equilibrium geometry (ωB97M-V with the def2-TZVPD basis set, OMol25).

Geometry (Å):
C  2.42  -7.81  2.41
C  2.97  -6.55  1.62
C  1.87  -5.83  0.74
C  1.49  -4.40  1.31
C  2.55  -3.31  0.88
C  2.00  -1.83  0.82
C  0.79  -1.52  1.78
C  1.29  -1.27  3.29
N  1.10  0.15  3.67
C  0.49  0.32  5.00
C  -1.07  0.00  4.97
C  -1.84  0.91  3.93
C  -3.30  0.35  3.59
C  -3.50  0.05  2.04
C  -3.27  -1.47  1.65
C  -4.27  -2.00  0.54
C  -3.54  -2.95  -0.50
C  2.28  0.95  3.49
S  3.79  0.61  4.04
S  2.08  2.54  2.59
C  0.88  2.27  1.21
C  0.27  3.67  0.84
C  1.29  4.45  -0.09
P  1.30  3.74  -1.86
C  -0.51  3.63  -2.32
C  -0.96  2.09  -2.14
C  2.24  4.99  -2.90
C  1.36  5.78  -3.94
C  0.95  4.95  -5.21
C  1.65  3.74  -5.65
C  1.18  3.07  -6.88
C  0.03  3.60  -7.61
C  -0.68  4.80  -7.17
C  -0.22  5.46  -5.95
H  1.48  -8.21  1.94
H  3.19  -8.62  2.34
H  2.26  -7.55  3.50
H  3.78  -6.91  0.93
H  3.44  -5.82  2.33
H  2.25  -5.69  -0.30
H  0.92  -6.43  0.73
H  0.51  -4.12  0.83
H  1.36  -4.41  2.42
H  2.87  -3.57  -0.18
H  3.49  -3.39  1.49
H  2.84  -1.16  1.16
H  1.72  -1.47  -0.21
H  -0.06  -2.25  1.73
H  0.36  -0.52  1.46
H  2.31  -1.68  3.48
H  0.58  -1.88  3.92
H  1.03  -0.20  5.84
H  0.54  1.43  5.23
H  -1.48  0.11  6.01
H  -1.25  -1.06  4.63
H  -1.29  0.98  2.95
H  -1.97  1.93  4.39
H  -4.07  1.13  3.86
H  -3.55  -0.56  4.20
H  -2.79  0.66  1.42
H  -4.53  0.34  1.71
H  -2.23  -1.54  1.22
H  -3.37  -2.10  2.58
H  -5.08  -2.61  1.02
H  -4.74  -1.15  -0.03
H  -2.82  -2.37  -1.15
H  -4.32  -3.46  -1.12
H  -3.00  -3.74  0.10
H  1.46  1.79  0.38
H  0.07  1.57  1.54
H  -0.73  3.49  0.38
H  0.10  4.32  1.74
H  0.99  5.54  -0.10
H  2.32  4.36  0.34
H  -1.14  4.27  -1.64
H  -0.75  3.89  -3.38
H  -0.14  1.59  -1.56
H  -0.99  1.58  -3.14
H  -1.93  2.03  -1.58
H  2.65  5.76  -2.18
H  3.13  4.58  -3.44
H  1.99  6.64  -4.32
H  0.45  6.25  -3.47
H  2.52  3.36  -5.08
H  1.69  2.16  -7.27
H  -0.36  3.10  -8.53
H  -1.55  5.25  -7.71
H  -0.75  6.37  -5.57
C  -0.25  -13.39  4.67
O  -0.03  -12.54  5.79
C  1.32  -12.10  5.88
C  1.49  -10.69  5.36
O  1.24  -10.62  3.96
C  -0.06  -10.13  3.66
H  -1.33  -13.45  4.50
H  0.22  -13.00  3.76
H  0.13  -14.39  4.88
H  1.99  -12.79  5.36
H  1.59  -12.11  6.95
H  2.53  -10.37  5.51
H  0.84  -9.99  5.90
H  -0.08  -9.04  3.79
H  -0.82  -10.59  4.29
H  -0.28  -10.36  2.62
C  -1.20  12.45  -6.45
O  -1.33  12.00  -5.11
C  -2.37  11.03  -4.96
C  -1.80  9.62  -4.89
O  -1.21  9.24  -6.13
C  0.21  9.35  -6.10
H  -0.24  12.95  -6.54
H  -1.22  11.62  -7.16
H  -1.99  13.16  -6.69
H  -3.10  11.12  -5.76
H  -2.87  11.25  -4.01
H  -2.63  8.92  -4.71
H  -1.09  9.52  -4.07
H  0.64  8.51  -5.56
H  0.54  10.29  -5.65
H  0.57  9.32  -7.13

Values from the calculation:
SMILES	CCCCCCCCN(CCCCCCCC)C(=S)SCCCP(CC)CCc1ccccc1.COCCOC.COCCOC
gap between HOMO and LUMO	0.28319	Ha
lowest unoccupied orbital energy	-0.2	eV
DFT total energy	-2985.48305	Eh
max |F|	2.76	eV/A

Here are the Löwdin charges for atoms 1 to 8, given in e: number 1, C, carries -0.121; number 2, C, carries -0.246; number 3, C, carries -0.211; number 4, C, carries -0.221; number 5, C, carries -0.201; number 6, C, carries -0.194; number 7, C, carries -0.169; number 8, C, carries -0.187